Run i
Computed, not measured: a cluster of 2 separate species, C4H14N2OS in total, with ωB97M-V/def2-TZVPD.

Structure (XYZ):
```
22
Properties=species:S:1:pos:R:3:lowdin_charge:R:1
N -0.30053 1.50384 1.55446 0.005
C 1.11003 1.33480 1.89799 -0.273
N 1.85259 0.72074 0.80851 -0.071
C 1.84231 -0.72756 0.71270 -0.238
C 0.59404 -1.36039 -0.01263 -0.268
C 0.65976 -0.97503 -1.48133 -0.575
S -0.91052 -0.28013 -2.14738 0.681
H -1.02106 1.38561 2.24729 0.059
H -0.68303 2.07257 0.82442 0.067
H 1.58176 2.26164 2.19349 0.097
H 1.08716 0.64303 2.74698 0.119
H 1.78540 1.08522 -0.12269 0.092
H 2.64396 -1.07222 0.03153 0.111
H 1.92501 -1.18799 1.70128 0.109
H 0.61315 -2.42931 0.27137 0.108
H -0.33727 -1.07708 0.47276 0.060
H 1.54253 -0.38750 -1.77578 0.065
H 1.02004 -1.78222 -2.16215 0.081
H -1.48244 -1.35262 -2.78146 -0.138
O -3.17620 0.01592 0.64275 -0.093
H -3.05503 -0.79009 0.12785 0.013
H -2.29253 0.26148 0.98647 -0.010
```

Results
* HOMO level: -0.3194 Eh
* SMILES: NCNCCCS.O
* net charge: 0
* gap between HOMO and LUMO: 9.4344 eV

Run ii
Computed, not measured: a cluster of 2 separate species, C4H14N2OS in total, with ωB97M-V/def2-TZVPD.

Structure (XYZ):
```
22
Properties=species:S:1:pos:R:3:lowdin_charge:R:1
C -0.50456 -1.88664 -2.00160 -0.136
N -0.47685 -0.65236 -1.24107 -0.118
C -0.30817 -0.81074 0.21435 -0.215
C 0.39795 0.44517 0.73936 -0.504
N 0.23590 0.55773 2.17294 0.049
C 1.81397 0.52503 0.16584 -0.531
S 2.36900 2.21876 -0.17120 0.704
H 0.05126 -1.75807 -2.93842 0.075
H -1.49473 -2.28555 -2.18786 0.072
H 0.02179 -2.69812 -1.49110 0.074
H -1.36477 -0.19143 -1.41957 0.102
H -1.23205 -1.02627 0.74777 0.111
H 0.29955 -1.70483 0.36041 0.113
H -0.15753 1.24523 0.26965 0.098
H 0.35155 1.51937 2.47064 0.081
H 0.95220 0.03492 2.66594 0.080
H 2.53076 0.21338 0.92493 0.061
H 1.95897 -0.13626 -0.68361 0.071
H 1.80087 2.41102 -1.36981 -0.148
O -2.80334 1.44944 1.08536 -0.062
H -2.38574 1.57606 0.22064 0.023
H -2.05600 0.95415 1.46640 0.000
```

Results
* HOMO level: -0.3313 Eh
* SMILES: CNC[C@@H](N)CS.O
* net charge: 0
* gap between HOMO and LUMO: 9.8532 eV

Run iii
Computed, not measured: a cluster of 2 separate species, C4H14N2OS in total, with ωB97M-V/def2-TZVPD.

Structure (XYZ):
```
22
Properties=species:S:1:pos:R:3:lowdin_charge:R:1
C -0.31282 0.98930 -1.55555 -0.083
C 0.43316 0.56275 -0.34036 -0.477
C 1.11001 -0.79504 -0.65622 -0.466
S 0.21780 -2.35871 -0.09073 0.693
N -0.33529 0.50424 0.89091 -0.063
C 0.12240 1.15895 2.13792 -0.288
N 1.36764 0.57187 2.57242 0.013
H 0.32844 1.28993 -2.39035 0.085
H -1.23149 0.50778 -1.93559 0.078
H -0.88545 1.92723 -1.33272 0.091
H 1.34470 1.14470 -0.18295 0.131
H 1.25906 -1.02737 -1.71036 0.054
H 2.11030 -0.96608 -0.28040 0.045
H 0.34880 -2.90031 -1.32163 -0.141
H -1.32834 0.61494 0.73172 0.106
H 0.29517 2.24855 2.06119 0.116
H -0.70011 0.85913 2.79534 0.113
H 1.32698 -0.42941 2.44055 0.064
H 2.15071 0.95425 2.06965 0.056
O -2.90540 -1.61150 -1.13702 -0.082
H -2.05495 -1.45940 -0.72222 -0.071
H -2.66134 -1.78578 -2.04361 0.023
```

Results
* HOMO level: -0.3288 Eh
* SMILES: C[C@H](CS)NCN.O
* net charge: 0
* gap between HOMO and LUMO: 9.5886 eV

Stability comparison, relative energies in eV: run i 0.672; run ii 0.000; run iii 0.441

Run i
Computed, not measured: a structure of composition C5H12O4, with ωB97M-V/def2-TZVPD.

Structure (XYZ):
```
21
Properties=species:S:1:pos:R:3:lowdin_charge:R:1
C 1.65865 0.32796 -0.91757 -0.416
C 2.06549 -0.85718 -1.78130 -0.063
O 1.95476 0.29274 0.34073 -0.128
H 0.61891 0.03665 0.98044 0.121
H 1.82594 1.29676 -1.42775 0.127
H 0.30915 0.29204 -0.93610 0.129
H 1.83715 -1.79251 -1.26843 0.080
H 1.53281 -0.84653 -2.73534 0.073
H 3.13956 -0.82262 -1.97010 0.078
C -1.01211 0.99764 2.07683 -0.014
C -1.02894 0.14423 -0.31820 -0.414
C -0.57387 -0.04600 1.07019 -0.361
O -1.64727 1.31308 -0.61748 0.094
O -1.53190 -0.92764 -0.97538 0.085
O -0.83516 -1.39648 1.47303 -0.018
H -1.37991 -1.69480 -0.39099 0.117
H -1.92513 1.30176 -1.54350 0.132
H -1.66790 -1.40835 1.96333 0.106
H -2.09957 0.99723 2.20053 0.089
H -0.70939 1.98907 1.74235 0.093
H -0.53125 0.80295 3.03472 0.091
```

Results
* HOMO level: -0.3267 Eh
* net charge: 0
* gap between HOMO and LUMO: 9.3945 eV

Run ii
Computed, not measured: a cluster of 2 separate species, C5H12O4 in total, with ωB97M-V/def2-TZVPD.

Structure (XYZ):
```
21
Properties=species:S:1:pos:R:3:lowdin_charge:R:1
C -0.26071 -0.35973 1.18867 -0.227
O -1.03140 0.81431 1.28184 -0.058
C -2.39596 0.47409 1.22477 -0.227
O -2.70930 -0.22597 0.04462 -0.055
C -1.91174 -1.38336 -0.02875 -0.224
O -0.53932 -1.07335 0.00794 -0.073
H -0.42827 -1.00152 2.07494 0.141
H 0.80861 -0.07356 1.17769 0.136
H -2.98828 1.40913 1.24187 0.148
H -2.68162 -0.12159 2.11304 0.138
H -2.12726 -1.89377 -0.98712 0.149
H -2.17062 -2.08176 0.79019 0.139
C 1.50850 1.63005 -0.96348 -0.130
O 2.40840 0.72112 -0.36124 -0.256
C 2.62751 -0.39228 -1.20444 -0.129
H 1.37162 2.47634 -0.26947 0.097
H 0.52564 1.16549 -1.14997 0.083
H 1.90108 2.01812 -1.91841 0.087
H 1.69248 -0.94327 -1.40123 0.080
H 3.06792 -0.09064 -2.16967 0.087
H 3.33273 -1.06786 -0.69177 0.093
```

Results
* HOMO level: -0.3573 Eh
* SMILES: C1OCOCO1.COC
* net charge: 0
* gap between HOMO and LUMO: 10.6939 eV

Stability comparison, relative energies in eV: run i 1.064; run ii 0.000

Run i
Computed, not measured: a cluster of 8 separate species, C4H24N2O8 in total, with ωB97M-V/def2-TZVPD.

Structure (XYZ):
```
38
Properties=species:S:1:pos:R:3:lowdin_charge:R:1
C -1.26674 0.20186 1.86460 0.028
C 0.07460 -0.38333 1.59646 -0.485
O 1.10996 0.17898 1.92247 0.011
N 0.22539 -1.66928 1.08495 0.044
C -0.85656 -2.38874 0.38957 -0.174
C -1.14339 -1.78932 -1.01399 -0.246
N 0.00279 -1.69647 -1.90351 0.013
H -1.77213 0.40335 0.93417 0.057
H -1.91716 -0.51211 2.42761 0.099
H -1.11958 1.10475 2.39354 0.087
H 1.19480 -1.95844 0.92790 0.152
H -0.57111 -3.41563 0.34119 0.099
H -1.82917 -2.38146 1.06386 0.153
H -1.98497 -2.42989 -1.45148 0.138
H -1.59692 -0.80436 -0.90165 0.076
H 0.68774 -1.06969 -1.60024 0.036
H 0.42415 -2.60271 -2.10413 0.094
O 2.92131 0.64919 -0.00399 -0.086
H 2.94904 1.55425 0.44616 0.060
H 2.41137 0.11812 0.62308 0.009
O -1.08917 -2.48062 3.91232 -0.045
H -0.59172 -2.47279 4.72762 0.039
H -0.44583 -2.26183 3.23614 -0.004
O 1.65566 1.35703 -2.18329 -0.095
H 2.35520 1.71417 -2.74123 0.088
H 2.18786 1.00217 -1.38900 0.037
O 0.24948 3.03943 -0.63745 -0.095
H -0.58306 2.52500 -0.66028 0.001
H 0.81645 2.51068 -1.28246 0.026
O -1.93953 1.56206 -1.07944 -0.088
H -1.50914 1.20073 -1.91144 0.014
H -2.65101 2.13532 -1.35919 0.064
O 1.97243 2.66715 1.37439 -0.086
H 1.26091 2.97760 0.68126 0.056
H 1.57778 1.99419 1.84703 -0.051
O -0.72453 0.70740 -3.29213 -0.106
H -0.68943 -0.28840 -3.26278 0.048
H 0.20422 1.00167 -3.01667 0.032
```

Results
* HOMO level: -0.3682 Eh
* SMILES: CC(=O)NCCN.O.O.O.O.O.O.O
* net charge: 0
* gap between HOMO and LUMO: 10.4161 eV

Run ii
Computed, not measured: a cluster of 8 separate species, C4H24N2O8 in total, with ωB97M-V/def2-TZVPD.

Structure (XYZ):
```
38
Properties=species:S:1:pos:R:3:lowdin_charge:R:1
C -0.77178 1.10213 -3.04533 -0.041
N -0.40819 0.87493 -1.66064 -0.162
C -0.29353 2.08549 -0.83301 -0.037
C -0.66484 -0.34019 -1.11456 -0.459
O -1.05700 -1.27247 -1.82017 0.042
C -0.18981 -0.69059 0.29838 -0.206
N -1.03593 -0.19724 1.35585 0.052
H -0.45443 2.04268 -3.45614 0.089
H -1.83854 0.99880 -3.17925 0.089
H -0.37520 0.29085 -3.64880 0.092
H -0.15899 1.80135 0.20106 0.070
H 0.45519 2.72313 -1.27451 0.085
H -1.23554 2.64359 -0.90132 0.097
H 0.82456 -0.30233 0.39180 0.101
H 0.02533 -1.74990 0.20133 0.096
H -1.80977 -0.82423 1.53830 0.072
H -0.46534 0.16014 2.10551 0.023
O 0.94850 1.04300 3.14480 -0.056
H 1.37049 1.90614 3.09252 0.063
H 0.74196 0.79277 4.05669 0.076
O -3.03602 -2.42243 0.02405 -0.054
H -2.27412 -2.42044 -0.54615 -0.008
H -3.39575 -1.52480 -0.08417 0.013
O -3.98383 0.70044 -0.64236 -0.023
H -3.13684 0.73196 -1.08880 0.005
H -3.81868 1.23843 0.11915 0.032
O 1.70028 -3.71990 1.00541 -0.069
H 1.40102 -2.87304 0.62127 0.002
H 1.23129 -3.57514 1.82775 0.014
O 2.00517 -1.65067 2.99506 -0.048
H 2.84113 -1.32407 2.67254 0.040
H 1.48453 -0.83447 2.89859 -0.008
O 2.70235 -0.13035 -1.69803 -0.031
H 2.79532 -0.80359 -2.37356 0.053
H 1.92870 0.33932 -1.98993 0.001
O 2.45755 1.86628 0.52182 -0.054
H 2.14039 1.77791 -0.38317 -0.005
H 3.35038 1.53651 0.66801 0.053
```

Results
* HOMO level: -0.3475 Eh
* SMILES: CN(C)C(=O)CN.O.O.O.O.O.O.O
* net charge: 0
* gap between HOMO and LUMO: 9.4324 eV

Stability comparison, relative energies in eV: run i 0.000; run ii 1.730

Run i
Computed, not measured: the molecule C2H2O2S2, with ωB97M-V/def2-TZVPD.

Structure (XYZ):
```
8
Properties=species:S:1:pos:R:3:lowdin_charge:R:1
O -0.99147 0.42946 1.36909 -0.010
C -0.32739 0.60007 0.37754 -0.766
S -0.03308 2.18165 -0.32869 0.908
C 0.33067 -0.60174 -0.38068 -0.775
O 0.97608 -0.42606 -1.37945 -0.008
S 0.03339 -2.18800 0.31412 0.895
H 0.70044 1.72924 -1.31640 -0.133
H -0.68864 -1.72463 1.34447 -0.111
```

Results
* HOMO level: -0.3767 Eh
* SMILES: O=C(S)C(=O)S
* net charge: 0
* gap between HOMO and LUMO: 9.5487 eV

Run ii
Computed, not measured: a cluster of 2 separate species, C2H2O2S2 in total, with ωB97M-V/def2-TZVPD.

Structure (XYZ):
```
8
Properties=species:S:1:pos:R:3:lowdin_charge:R:1
C -0.01967 2.40401 -0.73950 -0.325
C 0.43213 1.14067 -0.24148 -0.618
O 0.77458 -2.68899 0.54820 -0.422
O -1.13905 -1.47060 -0.14334 -0.462
S -1.18399 1.62752 0.18989 0.841
S -0.57903 -2.33941 0.83076 0.876
H 0.55418 0.47650 -1.00279 0.016
H 1.16085 0.85031 0.55827 0.095
```

Results
* HOMO level: -0.3413 Eh
* net charge: 0
* gap between HOMO and LUMO: 7.8113 eV

Stability comparison, relative energies in eV: run i 0.000; run ii 4.088